[1]
{"formula": "C41H41CaN5O4PS", "method": "wB97M-V/def2-TZVPD", "symbols": ["Ca", "S", "C", "C", "C", "C", "C", "C", "N", "C", "C", "C", "C", "C", "C", "C", "H", "H", "H", "H", "H", "H", "H", "H", "O", "C", "O", "C", "P", "C", "C", "C", "C", "C", "C", "C", "C", "C", "C", "C", "C", "H", "H", "H", "H", "H", "H", "H", "H", "H", "H", "H", "H", "O", "C", "C", "C", "C", "N", "C", "C", "C", "C", "C", "C", "O", "C", "C", "N", "H", "H", "H", "H", "H", "H", "H", "H", "H", "H", "H", "H", "N", "C", "C", "N", "H", "H", "H", "H", "H", "H", "H", "H", "H"], "coordinates": [[0.167, 0.345, 0.357], [3.436, 3.024, 2.058], [2.240, 3.087, 3.312], [2.093, 4.018, 4.327], [1.070, 3.829, 5.234], [0.210, 2.737, 5.129], [0.351, 1.808, 4.119], [1.374, 1.979, 3.187], [1.661, 1.151, 2.138], [2.704, 1.537, 1.475], [3.249, 0.826, 0.340], [4.596, 0.995, 0.007], [5.138, 0.308, -1.061], [4.319, -0.515, -1.814], [2.969, -0.632, -1.498], [2.367, 0.009, -0.406], [2.757, 4.863, 4.400], [0.938, 4.527, 6.046], [-0.581, 2.612, 5.853], [-0.309, 0.957, 4.038], [5.218, 1.662, 0.588], [6.176, 0.441, -1.322], [4.729, -1.043, -2.666], [2.336, -1.163, -2.213], [-3.395, -0.788, -0.445], [-2.325, -1.043, -0.954], [-1.255, -0.341, -0.873], [-2.057, -2.319, -1.771], [-0.315, -1.913, -2.266], [0.071, -3.322, -3.430], [0.731, -3.097, -4.638], [1.240, -4.145, -5.383], [1.087, -5.451, -4.944], [0.443, -5.698, -3.743], [-0.032, -4.643, -2.976], [-0.649, -0.649, -3.541], [0.005, 0.575, -3.494], [-0.188, 1.499, -4.509], [-1.027, 1.199, -5.572], [-1.703, -0.010, -5.605], [-1.512, -0.932, -4.594], [-2.748, -2.458, -2.606], [-2.124, -3.198, -1.123], [0.829, -2.085, -5.002], [1.751, -3.946, -6.314], [1.476, -6.267, -5.534], [0.312, -6.715, -3.403], [-0.566, -4.844, -2.053], [0.659, 0.797, -2.653], [0.333, 2.447, -4.478], [-1.160, 1.906, -6.379], [-2.373, -0.243, -6.421], [-2.025, -1.881, -4.634], [0.497, 6.619, 3.177], [-0.728, 5.931, 3.178], [-0.659, 4.762, 2.237], [0.273, 4.708, 1.203], [0.324, 3.564, 0.426], [-0.442, 2.504, 0.638], [-1.352, 2.553, 1.605], [-1.505, 3.676, 2.412], [-2.155, 1.337, 1.856], [-3.538, 1.399, 1.977], [-4.258, 0.225, 2.163], [-5.768, 0.246, 2.161], [-6.301, 0.572, 3.426], [-3.536, -0.948, 2.349], [-2.155, -0.910, 2.245], [-1.480, 0.194, 1.971], [0.425, 7.371, 3.772], [-1.547, 6.593, 2.856], [-0.970, 5.562, 4.186], [0.946, 5.533, 1.027], [1.035, 3.477, -0.389], [-2.242, 3.686, 3.200], [-4.061, 2.337, 1.869], [-6.144, -0.720, 1.797], [-6.109, 1.031, 1.480], [-6.212, -0.187, 4.013], [-4.040, -1.890, 2.500], [-1.556, -1.808, 2.367], [2.199, -3.655, -1.117], [2.001, -4.079, 0.288], [0.878, -3.254, 0.953], [0.811, -3.400, 2.383], [3.037, -4.083, -1.521], [2.305, -2.609, -1.168], [1.375, -3.909, -1.726], [2.933, -3.920, 0.837], [1.757, -5.144, 0.314], [-0.086, -3.562, 0.539], [1.037, -2.185, 0.741], [1.654, -3.053, 2.825], [0.667, -4.363, 2.660]], "de_lowest_ev": 1.876, "gap_ev": 8.26, "charge": 1, "homo_energy_ev": -10.3}


[2]
{"formula": "C41H41ClF4N4ORhSTe", "method": "wB97M-V/def2-TZVPD", "symbols": ["Rh", "F", "C", "F", "F", "C", "C", "C", "C", "N", "C", "S", "H", "H", "H", "F", "C", "C", "C", "C", "C", "C", "C", "H", "H", "H", "H", "H", "H", "C", "C", "C", "C", "C", "O", "C", "C", "C", "C", "C", "C", "Cl", "C", "C", "C", "N", "C", "N", "C", "N", "H", "H", "H", "H", "H", "H", "H", "H", "H", "H", "H", "H", "H", "H", "H", "H", "H", "H", "H", "H", "H", "H", "Te", "C", "C", "C", "C", "C", "C", "C", "C", "C", "C", "C", "C", "H", "H", "H", "H", "H", "H", "H", "H", "H", "H"], "coordinates": [[21.387, 4.285, 13.877], [22.523, 9.071, 11.642], [23.327, 8.983, 12.743], [22.595, 9.399, 13.829], [24.329, 9.870, 12.679], [23.829, 7.537, 12.857], [25.187, 7.248, 12.788], [25.664, 5.938, 12.799], [24.730, 4.962, 13.097], [23.430, 5.194, 13.237], [22.973, 6.457, 12.957], [21.213, 6.539, 13.124], [25.923, 8.028, 12.575], [26.751, 5.686, 12.801], [25.065, 3.878, 13.142], [21.290, 1.444, 17.185], [21.424, 2.732, 16.965], [22.435, 3.198, 16.135], [22.727, 4.531, 16.064], [21.852, 5.459, 16.769], [22.193, 6.799, 16.808], [20.789, 4.935, 17.507], [20.564, 3.573, 17.620], [23.083, 2.426, 15.657], [23.618, 4.813, 15.574], [23.054, 7.002, 16.233], [21.773, 7.391, 17.586], [20.155, 5.548, 18.056], [19.717, 3.285, 18.143], [13.530, 3.849, 17.903], [13.969, 3.107, 16.655], [14.162, 1.618, 17.088], [12.855, 3.127, 15.633], [15.269, 3.749, 16.044], [16.153, 3.837, 17.160], [15.047, 5.146, 15.448], [14.338, 5.274, 14.051], [13.354, 6.368, 14.076], [13.721, 7.693, 14.447], [12.833, 8.713, 14.478], [11.509, 8.492, 14.103], [10.394, 9.753, 14.089], [11.075, 7.198, 13.818], [12.001, 6.181, 13.805], [15.928, 2.731, 15.095], [17.146, 3.260, 14.486], [18.367, 3.230, 15.018], [19.161, 3.936, 14.214], [18.366, 4.349, 13.180], [17.146, 3.961, 13.324], [12.601, 3.366, 18.241], [13.324, 4.923, 17.690], [14.273, 3.766, 18.691], [13.206, 1.334, 17.535], [15.004, 1.549, 17.755], [14.305, 0.955, 16.261], [11.998, 2.648, 16.100], [13.102, 2.607, 14.731], [12.518, 4.090, 15.309], [16.115, 4.732, 17.600], [16.020, 5.665, 15.317], [14.470, 5.769, 16.096], [13.844, 4.342, 13.719], [15.127, 5.466, 13.334], [14.754, 7.837, 14.540], [13.154, 9.717, 14.758], [10.073, 6.938, 13.604], [11.709, 5.178, 13.481], [15.306, 2.336, 14.240], [16.224, 1.912, 15.711], [18.689, 2.845, 15.930], [18.706, 4.737, 12.253], [22.209, 2.089, 12.115], [21.083, 0.854, 13.387], [19.700, 1.015, 13.560], [19.069, 0.279, 14.568], [19.818, -0.602, 15.345], [21.132, -0.870, 15.060], [21.794, -0.098, 14.109], [20.645, 2.363, 10.830], [20.280, 3.614, 10.367], [19.318, 3.684, 9.379], [18.740, 2.595, 8.779], [19.103, 1.328, 9.295], [20.084, 1.185, 10.273], [19.106, 1.725, 12.887], [18.046, 0.502, 14.708], [19.299, -1.162, 16.131], [21.662, -1.583, 15.620], [22.803, -0.301, 14.002], [20.729, 4.517, 10.756], [19.031, 4.665, 8.993], [18.039, 2.705, 7.972], [18.643, 0.395, 8.910], [20.512, 0.244, 10.491]], "gap_ev": [7.64, 6.02], "charge": 1, "homo_energy_ev": [-10.0, -10.3], "multiplicity": 5}


[3]
{"formula": "C41H41InN5OSb2Se2", "method": "wB97M-V/def2-TZVPD", "symbols": ["In", "Se", "Se", "C", "C", "C", "C", "C", "N", "C", "C", "C", "C", "C", "N", "H", "H", "H", "H", "H", "H", "H", "H", "C", "C", "C", "Sb", "C", "C", "C", "C", "C", "C", "C", "C", "C", "C", "C", "C", "Sb", "C", "C", "C", "C", "C", "C", "C", "C", "C", "C", "C", "C", "H", "H", "H", "H", "H", "H", "H", "H", "H", "H", "H", "H", "H", "H", "H", "H", "H", "H", "H", "H", "H", "H", "H", "H", "H", "H", "C", "N", "C", "C", "O", "N", "C", "N", "H", "H", "H", "H", "H", "H", "H"], "coordinates": [[1.159, -1.755, 1.722], [-0.376, -3.657, 5.246], [-0.941, -3.981, 3.027], [0.680, -4.942, 2.560], [0.836, -6.271, 2.922], [2.046, -6.892, 2.645], [3.043, -6.175, 2.000], [2.787, -4.860, 1.651], [1.628, -4.258, 1.926], [-0.566, -1.755, 5.433], [-0.541, -1.263, 6.739], [-0.844, 0.064, 6.954], [-1.180, 0.855, 5.860], [-1.122, 0.285, 4.608], [-0.796, -0.990, 4.372], [0.038, -6.799, 3.425], [2.208, -7.923, 2.930], [4.002, -6.623, 1.782], [3.521, -4.255, 1.130], [-0.311, -1.928, 7.562], [-0.839, 0.481, 7.952], [-1.487, 1.885, 5.982], [-1.374, 0.879, 3.733], [-2.199, 0.435, 0.859], [-2.850, -0.078, -0.424], [-1.875, -0.300, -1.579], [-0.965, 1.564, -2.154], [-1.762, 2.380, -3.954], [-2.344, 3.641, -3.963], [-2.839, 4.129, -5.164], [-2.744, 3.365, -6.319], [-2.153, 2.108, -6.289], [-1.652, 1.602, -5.099], [1.103, 1.137, -2.355], [1.842, 1.653, -3.413], [3.210, 1.422, -3.446], [3.821, 0.698, -2.428], [3.067, 0.171, -1.387], [1.700, 0.388, -1.348], [-1.291, 2.391, 0.491], [0.762, 2.698, 1.017], [1.322, 2.216, 2.192], [2.663, 2.469, 2.450], [3.423, 3.201, 1.549], [2.851, 3.683, 0.378], [1.516, 3.434, 0.108], [-2.335, 4.198, 0.958], [-3.616, 4.446, 0.484], [-4.239, 5.621, 0.877], [-3.589, 6.513, 1.722], [-2.294, 6.260, 2.154], [-1.652, 5.091, 1.774], [-1.406, -0.234, 1.199], [-2.938, 0.553, 1.650], [-3.675, 0.575, -0.723], [-3.293, -1.049, -0.182], [-2.383, -0.723, -2.445], [-1.073, -0.976, -1.278], [-2.411, 4.236, -3.060], [-3.294, 5.109, -5.193], [-3.136, 3.750, -7.250], [-2.077, 1.518, -7.192], [-1.185, 0.624, -5.070], [1.365, 2.225, -4.200], [3.799, 1.809, -4.266], [4.893, 0.547, -2.452], [3.536, -0.410, -0.601], [1.099, -0.062, -0.553], [0.729, 1.680, 2.920], [3.105, 2.104, 3.367], [4.463, 3.408, 1.763], [3.440, 4.258, -0.324], [1.070, 3.821, -0.801], [-4.126, 3.759, -0.180], [-5.238, 5.839, 0.524], [-4.094, 7.414, 2.043], [-1.779, 6.966, 2.791], [-0.641, 4.887, 2.108], [1.163, -5.913, -3.270], [0.992, -4.868, -2.276], [-0.147, -4.747, -1.392], [0.173, -3.434, -0.691], [-0.562, -2.856, 0.122], [1.372, -2.979, -1.100], [1.809, -3.839, -2.044], [2.946, -3.651, -2.704], [0.253, -6.505, -3.315], [1.991, -6.576, -3.017], [1.331, -5.486, -4.261], [-0.202, -5.570, -0.674], [-1.093, -4.709, -1.935], [3.507, -2.845, -2.489], [3.266, -4.305, -3.398]], "de_lowest_ev": 0.000, "gap_ev": 6.23, "charge": 3, "homo_energy_ev": -14.4}